A molecular structure, C27H31BBrMnN2O7, computed with wB97M-V/def2-TZVPD.

Each line ends with the Mulliken spin population.
Geometry (Å):
Mn -0.04756 -0.69638 -0.16459  4.575
C -0.69917 -4.19969 5.79384  0.001
O -1.93700 -3.57542 5.54346  0.002
C -2.05359 -2.90103 4.36192  0.012
C -3.30374 -2.30667 4.12889  -0.002
C -3.51302 -1.62765 2.95823  0.013
C -2.52758 -1.51149 1.95909  0.035
C -2.76435 -0.84517 0.71292  0.042
C -3.86793 0.16835 0.54231  -0.009
O -2.04227 -1.02152 -0.29383  0.008
C -1.22895 -2.09111 2.21639  0.031
O -0.23781 -1.96815 1.41985  0.108
C -1.04240 -2.78556 3.44017  -0.002
H -0.79068 -4.68448 6.76389  0.000
H 0.11951 -3.47507 5.83100  0.000
H -0.46779 -4.95386 5.03546  0.000
H -4.08003 -2.40354 4.87650  0.000
H -4.49323 -1.20191 2.78597  0.001
H -4.61378 0.14556 1.33348  -0.002
H -4.34713 0.01240 -0.42385  0.005
H -3.39606 1.15370 0.53054  0.004
H -0.06202 -3.21053 3.60601  0.000
N 2.96992 -0.18113 -1.93834  0.001
C 3.18819 -1.26080 -1.13408  -0.010
C 4.48655 -1.79335 -1.00592  0.004
C 4.68021 -2.93061 -0.26070  0.000
C 3.58135 -3.53617 0.34416  -0.003
C 2.34540 -2.94388 0.17618  0.018
N 2.13562 -1.83400 -0.53517  0.005
H 3.75018 0.44143 -2.05216  0.000
H 2.08670 0.28621 -1.76575  0.020
H 5.31189 -1.29066 -1.49604  0.000
H 5.67345 -3.34895 -0.14983  0.000
H 3.69022 -4.43168 0.94070  0.000
H 1.46135 -3.35728 0.64718  -0.002
C -2.67654 0.39974 -4.16618  -0.004
C -1.15404 0.33106 -4.31469  0.012
C -0.79742 -0.01449 -5.75423  -0.002
O -0.69984 -0.71947 -3.45188  0.114
B -0.23362 -0.19219 -2.24715  -0.102
O -0.13275 1.20357 -2.40134  0.049
C -0.43380 1.59315 -3.74930  0.013
C -1.28143 2.85794 -3.72636  0.000
C 0.89988 1.88537 -4.44116  0.000
H -3.09430 -0.56671 -4.45083  0.000
H -3.11164 1.17851 -4.79577  0.000
H -2.93417 0.57813 -3.12133  0.002
H -1.37046 -0.89175 -6.05827  0.000
H 0.26004 -0.25462 -5.84958  0.000
H -1.04389 0.81501 -6.42199  0.000
H -2.14204 2.73361 -3.07154  0.001
H -1.62260 3.11144 -4.73349  0.000
H -0.67882 3.68133 -3.34038  0.000
H 1.51926 0.98783 -4.46058  0.000
H 1.42302 2.64466 -3.85741  0.000
H 0.75555 2.25612 -5.45852  0.000
Br 4.02964 2.76431 0.90831  0.001
C 2.56760 3.24800 2.02082  0.001
C 2.86198 4.24161 2.94349  -0.001
C 1.88247 4.73163 3.78915  0.001
C 0.59072 4.23874 3.69571  -0.001
C 0.29923 3.25147 2.77739  0.003
C 1.26740 2.71285 1.92501  0.018
C 0.79304 1.56940 1.05925  0.010
O -0.43579 1.32605 1.05605  0.013
O 1.61032 0.86799 0.41590  0.011
H 3.86881 4.63239 2.99931  0.000
H 2.13068 5.49480 4.51583  0.000
H -0.18356 4.62307 4.34824  0.000
H -0.69739 2.83955 2.68960  0.005

Values from the calculation:
Charge: -1
Energy relative to the best compared isomer or geometry (same formula, charge and spin) in kcal/mol: 13.77
2S+1: 6
LUMO (spin up / spin down) in eV: 2.614 / 2.612
Gap between HOMO and LUMO (spin up / spin down) in Ha: 0.1975 / 0.2505
<S²>: 8.77

2 unconnected molecules or ions with the total composition C9H7NO4P, computed with wB97M-V/def2-TZVPD.

Each line ends with the Mulliken charge.
Geometry (Å):
C -1.11953 2.08671 2.34938  -0.559
C 0.12479 1.72144 2.77803  -0.133
C -1.57925 1.60229 1.09134  -0.163
C 1.05564 0.88103 2.13350  -0.928
C -0.70858 0.77597 0.47764  0.432
C 0.53170 0.47793 0.90226  0.643
C -0.93699 0.02050 -0.76848  -0.126
C 1.13156 -0.55728 -0.09553  0.115
C 0.53530 -1.98921 -3.02160  -0.086
N 0.14310 -0.76226 -1.00195  -0.233
O 0.81399 -3.39194 -4.86127  -0.619
O -1.95640 0.15514 -1.40772  -0.650
O 2.24506 -1.04442 0.05119  -0.665
O -1.28757 -4.00176 -3.42647  -0.678
P 0.11325 -3.61325 -3.56868  0.592
H -1.84417 2.61061 2.98928  0.322
H 0.36085 2.16583 3.75145  0.297
H -2.56804 1.95267 0.64036  0.354
H 1.95847 0.72774 2.63078  0.507
H 0.03838 -1.10223 -3.51641  0.275
H 1.62404 -1.82019 -2.98033  0.282
H 0.97148 -4.55512 -2.70597  0.021

Values from the calculation:
Charge: -1
Energy relative to the best compared isomer or geometry (same formula, charge and spin) in kcal/mol: 24.70
LUMO in eV: 2.382
Gap between HOMO and LUMO in Ha: 0.3225

A molecular structure, C5H8O2, computed with wB97M-V/def2-TZVPD.

Each line ends with the Mulliken charge.
Geometry (Å):
C -1.82459 -0.29831 -0.22133  -1.217
C -0.65292 0.61854 0.05351  0.301
O -0.24436 0.63957 1.44353  -0.426
C 1.10907 0.39372 1.06205  -0.082
C 1.22863 -0.96164 0.41980  -0.836
C 0.75642 0.22711 -0.37232  0.358
O 1.39827 0.72053 -1.49242  -0.516
H -1.56497 -1.34430 -0.02926  0.255
H -2.67104 -0.02738 0.41763  0.337
H -2.14770 -0.20951 -1.26491  0.338
H -0.86588 1.64606 -0.27186  0.306
H 1.90176 0.93204 1.57052  0.384
H 2.24625 -1.25981 0.18219  0.278
H 0.56049 -1.76522 0.72541  0.180
H 0.77058 0.68860 -2.22254  0.340

Values from the calculation:
Energy relative to the best compared isomer or geometry (same formula, charge and spin) in kcal/mol: 59.10
LUMO in eV: 0.783
Gap between HOMO and LUMO in Ha: 0.3706

A molecular structure, C33H38As2N11O5RbS2, computed with wB97M-V/def2-TZVPD.

Each line ends with the Mulliken charge.
Geometry (Å):
Rb 0.39203 0.51014 -0.32217  1.122
N 1.08479 3.04674 1.96709  -0.462
N 0.48184 4.21774 1.55624  -0.026
C -0.58353 4.32904 0.71979  0.140
N -0.80803 5.63277 0.37925  -0.423
N -1.30082 3.25717 0.31879  0.333
N -2.50150 3.60980 -0.46937  0.668
O -2.81084 4.75871 -0.80716  -0.786
O -3.17550 2.60581 -0.75555  -0.521
H 0.57319 2.21529 2.23130  0.222
H 2.05995 2.92348 1.68314  0.164
H 0.80656 5.02667 2.09273  0.244
H -0.49417 6.25417 1.11740  0.199
H -1.77400 5.82538 0.04560  0.306
C -2.24410 0.50074 4.01223  -1.494
As -2.46643 1.01898 2.13556  1.036
C -3.77285 2.52974 2.42103  -1.294
C -3.93778 -0.26429 1.71432  -0.226
C -4.90021 -0.57279 2.66785  -0.500
C -6.03132 -1.29520 2.33287  -0.746
C -6.21437 -1.70656 1.00909  -0.602
C -5.28209 -1.40785 0.03589  -0.170
C -4.14739 -0.69504 0.37850  0.045
As -2.65688 -0.58100 -0.92075  0.569
C -3.69728 -0.08809 -2.54605  -1.224
C -2.41269 -2.51080 -1.29072  -1.060
H -3.00442 0.96286 4.62613  0.499
H -1.24947 0.85211 4.29615  0.390
H -2.25152 -0.58633 4.10510  0.320
H -4.30750 2.38649 3.37301  0.478
H -4.44185 2.52908 1.56105  0.269
H -3.20322 3.45949 2.43337  0.289
H -4.78721 -0.25496 3.69735  0.228
H -6.79341 -1.52944 3.08586  0.344
H -7.11309 -2.27543 0.75919  0.337
H -5.43307 -1.76441 -0.97741  0.289
H -4.40411 -0.87925 -2.84239  0.351
H -2.97387 0.03477 -3.35285  0.177
H -4.19243 0.86074 -2.34898  0.410
H -3.05149 -3.04957 -0.59305  0.498
H -1.35913 -2.73438 -1.17204  0.044
H -2.69633 -2.69914 -2.31904  0.402
N 6.08116 -4.55945 0.22846  -0.611
C 5.51186 -3.37441 0.70490  1.236
C 5.54186 -3.12294 2.10435  -0.648
C 4.81231 -2.06306 2.63266  -0.596
C 4.09336 -1.26327 1.73302  -0.188
C 4.08343 -1.44128 0.36038  -0.422
C 4.74055 -2.55807 -0.14382  -0.800
S 3.09487 0.06428 2.38796  1.207
O 3.57298 0.36944 3.70605  -0.852
O 3.23475 1.15394 1.40935  -0.711
N 1.52261 -0.30115 2.30914  0.007
C 0.98735 -1.51884 2.66296  -0.079
N 1.71746 -2.48462 3.23765  -0.401
C 1.12212 -3.59996 3.54829  -0.244
C -0.24384 -3.83656 3.31411  -0.980
C -0.92043 -2.79292 2.69350  -0.056
N -0.32479 -1.66222 2.33176  0.157
H 6.82811 -4.91117 0.79801  0.231
H 6.32596 -4.48939 -0.74224  0.257
H 6.13772 -3.72998 2.80121  0.183
H 4.73438 -1.83939 3.70894  0.406
H 3.61862 -0.69742 -0.27856  0.515
H 4.68106 -2.71934 -1.21410  0.264
H 1.77410 -4.34972 4.02253  0.380
H -0.71905 -4.79134 3.57135  0.328
H -1.97437 -2.86794 2.45242  0.436
O 0.03604 -0.79746 -2.66338  -0.149
N -0.09048 -1.61731 -3.70894  -0.011
C -0.77414 -1.17707 -4.78101  -0.213
C -0.97565 -2.00456 -5.86173  -0.913
C -0.43956 -3.28395 -5.87741  -0.062
C 0.27682 -3.74619 -4.79569  -0.841
C 0.46164 -2.91580 -3.63538  -0.003
S 1.31822 -3.41677 -2.27886  -0.363
H -1.12711 -0.15382 -4.77292  0.562
H -1.58680 -1.64062 -6.69280  0.334
H -0.61743 -3.92604 -6.73479  0.323
H 0.73395 -4.71771 -4.79106  0.407
N 5.61756 5.27261 -4.65440  -0.668
C 4.79311 4.88168 -3.92271  0.156
C 3.82051 4.33434 -3.05176  0.548
C 3.54472 2.96304 -3.03383  -0.932
C 2.68563 2.45176 -2.06965  -0.413
C 2.10903 3.29964 -1.16353  0.544
C 2.31754 4.64251 -1.19530  -0.073
C 3.17145 5.20741 -2.16235  -0.871
H 4.00551 2.29897 -3.78819  0.335
H 2.52115 1.36040 -2.01635  0.014
H 1.87366 5.34112 -0.48486  0.078
H 3.36603 6.27718 -2.24178  0.353

Values from the calculation:
Charge: -2
Energy relative to the best compared isomer or geometry (same formula, charge and spin) in kcal/mol: 0.00
LUMO in eV: 3.560
Gap between HOMO and LUMO in Ha: 0.1688

8 unconnected molecules or ions with the total composition C21H49Cl6N4O8P, computed with wB97M-V/def2-TZVPD.

Each line ends with the Mulliken spin population.
Geometry (Å):
C 7.75463 -2.70076 2.65934  0.625
C 8.44484 -1.83856 3.64379  0.040
O 9.49197 -1.23184 3.33509  -0.259
N 7.90298 -1.65961 4.87604  -0.019
C 8.53005 -0.81374 5.86757  0.003
H 7.83474 -2.38143 1.62025  -0.060
H 6.70184 -2.68959 2.94147  -0.097
H 8.02569 -3.75548 2.70622  -0.041
H 7.12580 -2.21662 5.20134  0.009
H 9.54560 -0.58604 5.54366  0.027
H 8.58109 -1.15477 6.90158  -0.005
H 8.02961 0.15357 5.91208  0.000
C 7.17735 2.13448 10.21299  0.000
C 8.33130 1.68005 9.40595  -0.004
O 8.64673 0.48230 9.40383  -0.001
N 9.05072 2.68188 8.84475  0.003
C 10.38762 2.36313 8.32744  -0.001
H 7.39376 1.86849 11.24764  0.000
H 6.25599 1.69928 9.82598  0.001
H 7.14247 3.21315 10.06008  0.000
H 8.84659 3.66142 8.98233  -0.001
H 10.92643 1.72390 9.02683  0.001
H 11.08369 3.15235 8.04337  0.000
H 10.24556 1.76646 7.42639  0.001
C 5.61456 -5.22124 5.27184  0.270
C 6.75809 -4.67203 6.09081  0.662
O 6.74542 -3.57054 6.54641  -0.349
N 7.72010 -5.54795 6.33121  0.056
C 9.01805 -5.12095 6.88794  0.459
H 5.42613 -4.69281 4.33730  0.143
H 4.67906 -4.89367 5.72531  0.030
H 5.51357 -6.29884 5.14268  -0.520
H 7.60935 -6.54329 6.20019  -0.479
H 9.90835 -5.68204 6.60399  -0.060
H 9.01378 -5.21325 7.97402  0.005
H 9.27477 -4.07772 6.70389  0.137
C 10.10515 -9.71910 1.53985  0.393
C 10.76916 -8.49733 2.13529  0.463
O 11.97675 -8.38033 2.08000  -0.298
N 9.87450 -7.71772 2.61256  0.190
C 10.24333 -6.44670 3.18334  -0.314
H 9.67849 -10.39374 2.28207  -0.096
H 10.86675 -10.23750 0.95733  -0.012
H 9.34989 -9.36560 0.83791  -0.153
H 8.90124 -7.98750 2.60345  -0.351
H 10.89936 -6.56583 4.04562  0.047
H 9.27944 -6.01407 3.45139  0.267
H 10.62531 -5.83777 2.36394  0.141
C 11.92052 -2.04221 7.14357  -0.070
O 13.21979 -2.12877 7.64087  0.007
P 13.43515 -2.73326 9.12475  0.007
O 14.83875 -2.98548 9.65231  -0.003
O 12.53140 -1.73162 9.97042  0.013
C 13.09162 -0.57448 10.56503  0.003
O 12.57169 -4.09580 9.04409  -0.039
C 12.39720 -4.73897 10.32955  0.032
H 11.86958 -2.63273 6.22880  0.025
H 11.63528 -1.05881 6.76987  0.006
H 11.09488 -2.20798 7.83563  0.010
H 14.16532 -0.57879 10.75284  0.001
H 12.59662 -0.48298 11.53183  -0.001
H 12.68981 0.32066 10.09030  -0.001
H 12.74673 -4.15095 11.17818  0.002
H 13.02059 -5.63046 10.39851  -0.002
H 11.34183 -4.90726 10.54389  -0.003
Cl 11.24956 1.16194 4.34543  -0.005
C 10.09571 2.42681 3.95581  0.004
C 8.88350 1.98932 3.11118  0.005
Cl 8.41849 3.36043 2.11229  0.000
H 10.76919 3.13668 3.47559  -0.001
H 9.83252 2.94525 4.87778  0.001
H 8.05292 1.69514 3.75282  0.001
H 9.19323 1.18546 2.44336  0.001
Cl 1.62596 -4.30578 1.00025  -0.029
C 2.98945 -4.01880 -0.05233  0.098
C 4.03360 -3.13439 0.61066  0.079
Cl 4.69049 -3.97787 2.01067  0.094
H 2.54875 -3.62791 -0.96943  -0.013
H 3.34699 -5.04267 -0.16174  -0.043
H 3.54030 -2.20448 0.89353  -0.004
H 4.88115 -2.91137 -0.03745  -0.047
Cl 12.95071 -1.22263 0.42268  0.002
C 12.14092 -1.56711 1.95305  -0.006
C 13.08258 -1.95884 3.05788  -0.003
Cl 14.32399 -0.67453 3.31255  0.002
H 11.49072 -2.41395 1.73354  0.007
H 11.66252 -0.63097 2.24091  0.012
H 13.65252 -2.86917 2.87200  -0.002
H 12.54286 -2.28234 3.94790  0.009

Values from the calculation:
Charge: -1
2S+1: 2
LUMO (spin up / spin down) in eV: 1.820 / 1.814
Gap between HOMO and LUMO (spin up / spin down) in Ha: 0.0590 / 0.3152
<S²>: 0.75